Entry 1:
{"formula": "C3H4S2", "method": "ωB97M-V with the def2-TZVPD basis set", "e_above_lowest_kj_mol": 288.2, "homo_lumo_gap_ev": 7.9, "energy_ev": -24842.6540, "total_charge": 0, "e_homo_ha": -0.319, "species": ["C", "C", "C", "H", "H", "H", "H", "S", "S"], "coordinates": [[0.501, 0.130, 0.258], [-0.366, -1.074, 0.123], [-0.475, 1.149, 0.019], [-0.193, -1.204, -1.129], [-0.572, -1.810, 0.832], [-0.153, 1.715, -0.806], [-0.940, 1.645, 1.131], [2.140, -0.030, -0.060], [-1.896, -0.069, -0.092]], "forces_ev_per_angstrom": [[3.450, -2.715, -0.809], [-0.986, 1.338, -4.706], [-3.110, 1.564, 4.522], [-0.101, -1.198, 3.868], [0.698, -1.740, 0.637], [-0.378, 1.597, -0.708], [2.226, -0.527, -3.477], [-1.774, 1.032, 1.033], [-0.024, 0.650, -0.361]]}

=====

Entry 2:
{"formula": "C43H47BBr2N13O4PRbS2", "method": "ωB97M-V with the def2-TZVPD basis set", "e_above_lowest_kj_mol": 32.5, "homo_lumo_gap_ev": [5.3, 6.6], "energy_ev": -245298.0867, "multiplicity": 2, "s_squared": 0.7564, "total_charge": -2, "e_homo_ha": [-0.068, -0.113], "species": ["Rb", "C", "C", "N", "N", "C", "B", "N", "C", "C", "C", "N", "N", "C", "C", "C", "N", "N", "C", "C", "C", "N", "H", "H", "H", "H", "H", "H", "H", "H", "H", "H", "H", "H", "Br", "C", "C", "C", "C", "C", "N", "C", "O", "O", "H", "H", "H", "C", "C", "C", "C", "C", "Br", "N", "C", "H", "H", "H", "H", "H", "H", "C", "N", "C", "C", "N", "N", "C", "C", "H", "H", "H", "H", "H", "H", "H", "H", "H", "H", "H", "H", "H", "S", "P", "S", "C", "C", "C", "C", "C", "C", "C", "C", "C", "C", "C", "C", "H", "H", "H", "H", "H", "H", "H", "H", "H", "H", "C", "O", "C", "O", "H", "H", "H"], "coordinates": [[-0.436, 0.196, 0.152], [1.430, 2.969, 3.576], [0.703, 2.626, 2.415], [1.475, 1.986, 1.547], [2.691, 1.900, 2.119], [2.693, 2.470, 3.345], [3.789, 1.050, 1.465], [3.462, -0.446, 1.640], [4.217, -1.495, 1.239], [3.473, -2.639, 1.419], [2.245, -2.166, 1.934], [2.249, -0.850, 2.063], [3.873, 1.363, -0.045], [4.362, 2.469, -0.655], [4.137, 2.338, -2.005], [3.473, 1.099, -2.129], [3.309, 0.524, -0.948], [5.118, 1.320, 2.234], [5.592, 0.582, 3.264], [6.690, 1.232, 3.784], [6.798, 2.393, 2.995], [5.847, 2.445, 2.072], [1.081, 3.496, 4.450], [-0.343, 2.811, 2.192], [3.584, 2.497, 3.955], [5.211, -1.353, 0.838], [3.763, -3.655, 1.194], [1.360, -2.719, 2.204], [4.845, 3.243, -0.085], [4.410, 3.032, -2.781], [3.111, 0.605, -3.021], [5.122, -0.345, 3.553], [7.309, 0.918, 4.609], [7.526, 3.191, 3.058], [0.505, -1.162, 5.204], [-1.214, -0.459, 4.744], [-2.207, -0.488, 5.706], [-3.450, 0.013, 5.330], [-3.621, 0.514, 4.057], [-2.546, 0.493, 3.170], [-1.351, -0.004, 3.519], [-2.712, 1.091, 1.771], [-2.700, 2.342, 1.753], [-2.857, 0.273, 0.839], [-2.015, -0.884, 6.691], [-4.270, 0.008, 6.040], [-4.568, 0.926, 3.731], [0.129, -5.104, 3.822], [-0.566, -4.684, 2.553], [-0.167, -5.152, 1.303], [-0.833, -4.747, 0.161], [-1.908, -3.883, 0.319], [-2.938, -3.394, -1.196], [-2.297, -3.406, 1.477], [-1.629, -3.792, 2.569], [0.340, -6.176, 3.813], [-0.482, -4.874, 4.695], [1.079, -4.576, 3.943], [0.672, -5.837, 1.223], [-0.540, -5.090, -0.821], [-1.972, -3.368, 3.510], [-2.701, 2.526, -1.934], [-2.244, 3.861, -1.556], [-3.254, 4.601, -0.798], [-0.900, 3.989, -1.243], [-0.086, 3.010, -1.364], [-0.520, 5.309, -0.882], [-0.767, 6.305, -1.906], [0.794, 5.436, -0.285], [-3.626, 2.627, -2.509], [-2.900, 1.908, -1.051], [-1.953, 2.034, -2.547], [-3.548, 4.042, 0.095], [-4.130, 4.754, -1.436], [-2.869, 5.568, -0.488], [0.877, 3.280, -1.195], [-1.746, 6.146, -2.352], [-0.013, 6.266, -2.707], [-0.739, 7.305, -1.464], [1.609, 5.389, -1.025], [0.952, 4.648, 0.446], [0.858, 6.401, 0.223], [-0.235, -1.329, -7.875], [-0.001, -0.147, -6.286], [-0.468, -0.280, -3.528], [1.447, 0.965, -6.550], [1.982, 1.142, -7.823], [3.037, 2.023, -8.028], [3.574, 2.733, -6.961], [3.064, 2.538, -5.684], [2.018, 1.647, -5.474], [-1.403, 1.062, -6.227], [-2.564, 0.801, -6.951], [-3.647, 1.672, -6.899], [-3.590, 2.816, -6.113], [-2.448, 3.074, -5.366], [-1.367, 2.203, -5.418], [1.559, 0.582, -8.650], [3.441, 2.155, -9.027], [4.389, 3.430, -7.122], [3.481, 3.081, -4.845], [1.641, 1.475, -4.470], [-2.606, -0.089, -7.567], [-4.541, 1.453, -7.473], [-4.436, 3.494, -6.069], [-2.402, 3.942, -4.716], [-0.506, 2.403, -4.793], [2.410, -2.669, -2.285], [1.590, -1.837, -3.128], [0.445, -1.382, -2.553], [0.110, -1.744, -1.434], [3.133, -3.140, -2.946], [1.809, -3.422, -1.779], [2.913, -2.062, -1.530]], "forces_ev_per_angstrom": [[1.146, 0.537, -0.034], [-0.068, -0.058, -0.024], [0.034, 0.111, 0.082], [0.006, 0.258, 0.109], [0.086, -0.030, 0.086], [-0.076, 0.054, -0.078], [-0.222, 0.019, 0.020], [0.088, 0.068, -0.142], [-0.143, 0.050, 0.009], [-0.105, -0.031, 0.055], [0.169, -0.049, -0.045], [0.136, -0.195, -0.102], [0.085, -0.018, 0.019], [-0.057, -0.202, 0.060], [-0.120, -0.060, -0.037], [-0.010, 0.043, 0.009], [0.181, 0.109, 0.002], [0.027, -0.070, 0.010], [0.044, 0.036, -0.075], [0.015, 0.131, -0.004], [-0.022, -0.018, -0.004], [0.000, -0.171, 0.080], [0.006, -0.036, -0.036], [0.142, -0.012, -0.011], [-0.055, -0.031, -0.085], [-0.126, 0.035, 0.047], [-0.036, 0.090, 0.020], [-0.039, -0.040, 0.016], [0.002, -0.013, 0.051], [0.022, 0.013, -0.011], [0.015, 0.021, 0.120], [0.003, 0.094, -0.057], [-0.029, 0.017, -0.053], [-0.044, -0.044, -0.003], [-0.041, 0.005, -0.029], [0.004, -0.022, -0.119], [-0.091, 0.033, -0.031], [0.072, -0.063, 0.074], [-0.006, 0.003, -0.005], [0.009, 0.066, 0.071], [-0.138, -0.033, -0.116], [-0.519, 0.176, 0.277], [0.084, -0.323, -0.160], [-0.725, 0.298, 0.482], [0.005, -0.008, 0.018], [0.005, 0.011, -0.008], [0.029, 0.005, 0.002], [0.025, 0.083, -0.105], [-0.033, 0.064, 0.103], [0.034, -0.036, -0.108], [0.124, -0.062, 0.004], [-0.114, 0.024, 0.148], [0.072, 0.028, -0.016], [0.005, -0.045, 0.143], [-0.002, 0.000, -0.082], [-0.018, 0.044, 0.026], [0.006, -0.016, -0.019], [-0.032, -0.009, -0.027], [-0.037, 0.043, -0.001], [-0.007, 0.038, 0.007], [0.013, -0.005, -0.067], [-0.010, 0.022, 0.074], [0.037, -0.022, 0.084], [0.244, -0.142, -0.051], [0.166, 0.131, -0.307], [-0.386, -0.186, 0.277], [-0.069, -0.118, 0.107], [-0.059, 0.072, 0.015], [-0.015, 0.083, -0.071], [0.023, 0.007, 0.002], [0.012, 0.025, -0.018], [0.008, 0.008, -0.011], [-0.004, -0.046, 0.019], [0.028, -0.014, 0.006], [0.008, 0.018, 0.011], [0.000, -0.019, -0.067], [0.045, 0.032, -0.010], [0.015, -0.027, -0.009], [0.002, 0.011, 0.009], [-0.014, -0.023, -0.021], [-0.002, -0.036, 0.088], [-0.001, 0.001, -0.013], [0.036, -0.043, 0.074], [-0.148, 0.158, -0.188], [0.001, -0.009, 0.056], [-0.068, 0.029, 0.182], [0.054, 0.053, -0.066], [-0.024, -0.045, 0.023], [-0.050, -0.035, 0.001], [-0.025, -0.029, -0.029], [-0.069, 0.014, 0.015], [0.059, -0.001, 0.006], [-0.047, 0.073, -0.046], [0.045, -0.013, 0.028], [0.026, -0.024, -0.002], [0.040, -0.036, -0.008], [0.003, -0.072, 0.017], [-0.005, 0.020, 0.032], [-0.026, -0.003, 0.037], [-0.014, -0.028, 0.010], [-0.003, -0.037, 0.019], [-0.019, 0.050, -0.082], [0.027, 0.013, -0.001], [0.045, -0.007, 0.014], [0.034, -0.035, 0.004], [0.017, -0.059, -0.023], [0.045, 0.017, -0.041], [-0.157, 0.212, -0.015], [0.001, -0.048, 0.212], [0.138, -0.268, -0.057], [0.370, -0.574, -0.641], [-0.004, 0.049, -0.042], [-0.052, -0.034, -0.027], [-0.041, 0.033, -0.037]]}

=====

Entry 3:
{"formula": "C33H25F4MoN4S3", "method": "ωB97M-V with the def2-TZVPD basis set", "e_above_lowest_kj_mol": 0.0, "homo_lumo_gap_ev": [5.4, 5.4], "energy_ev": -85786.7679, "total_charge": 3, "e_homo_ha": [-0.592, -0.592], "species": ["Mo", "C", "C", "S", "C", "C", "S", "C", "C", "S", "H", "H", "H", "H", "H", "H", "H", "H", "H", "H", "H", "H", "F", "C", "C", "F", "C", "C", "C", "F", "C", "C", "C", "N", "C", "N", "F", "C", "C", "N", "C", "N", "C", "C", "C", "C", "C", "C", "C", "C", "C", "C", "C", "C", "C", "C", "H", "H", "H", "H", "H", "H", "H", "H", "H", "H", "H", "C", "H", "H"], "coordinates": [[0.584, 1.459, 0.176], [-0.450, 3.333, 3.167], [-1.747, 2.985, 2.457], [-1.632, 2.722, 0.671], [-1.280, 4.343, -0.069], [0.087, 4.928, 0.226], [1.443, 3.777, -0.198], [2.641, 4.100, 1.113], [2.308, 3.563, 2.512], [0.976, 2.332, 2.608], [-0.562, 3.133, 4.233], [-0.192, 4.383, 3.056], [-2.489, 3.767, 2.626], [-2.179, 2.054, 2.832], [-2.068, 5.032, 0.238], [-1.406, 4.163, -1.139], [0.198, 5.211, 1.268], [0.235, 5.824, -0.378], [2.798, 5.180, 1.132], [3.562, 3.655, 0.737], [2.041, 4.359, 3.205], [3.188, 3.076, 2.931], [0.730, -2.916, 1.484], [-0.098, -3.764, 2.108], [0.222, -5.071, 2.174], [1.341, -5.474, 1.617], [-0.629, -6.033, 2.847], [-1.817, -5.470, 3.462], [-2.129, -4.156, 3.371], [-3.238, -3.706, 3.931], [-1.291, -3.221, 2.684], [-1.616, -1.877, 2.589], [-0.841, -0.913, 1.919], [-0.309, -0.089, 1.313], [-2.741, -1.228, 3.196], [-3.539, -0.552, 3.674], [-2.626, -6.265, 4.112], [-0.347, -7.372, 2.880], [-1.165, -8.338, 3.541], [-1.794, -9.166, 4.029], [0.791, -7.944, 2.231], [1.686, -8.414, 1.685], [1.194, 0.892, -6.880], [2.013, 1.920, -6.419], [1.901, 2.332, -5.112], [0.994, 1.690, -4.227], [0.160, 0.656, -4.728], [0.259, 0.274, -6.041], [0.998, 2.130, -2.888], [0.448, 1.531, -1.762], [-0.191, 0.198, -1.628], [0.584, -0.978, -1.779], [-0.024, -2.214, -1.815], [-1.411, -2.299, -1.702], [-2.200, -1.158, -1.564], [-1.598, 0.082, -1.532], [1.268, 0.576, -7.913], [2.716, 2.397, -7.087], [2.517, 3.142, -4.743], [-0.588, 0.201, -4.095], [-0.388, -0.496, -6.438], [1.549, 3.050, -2.711], [1.659, -0.894, -1.883], [0.567, -3.109, -1.948], [-1.889, -3.271, -1.742], [-3.276, -1.245, -1.501], [-2.206, 0.976, -1.471], [2.371, 0.845, 0.440], [2.964, 0.567, -0.434], [2.964, 0.790, 1.353]], "forces_ev_per_angstrom": [[0.252, 0.360, -0.271], [0.004, -0.021, 0.025], [0.002, -0.023, -0.005], [-0.057, -0.055, 0.029], [0.010, -0.021, 0.006], [0.032, -0.009, 0.007], [-0.141, 0.029, 0.008], [0.039, -0.002, -0.044], [-0.009, 0.007, 0.036], [0.108, 0.022, -0.061], [-0.004, 0.016, -0.001], [0.004, -0.013, -0.012], [-0.026, -0.030, 0.015], [0.012, -0.009, -0.013], [0.011, -0.005, 0.025], [-0.024, 0.026, 0.005], [-0.010, 0.004, -0.001], [0.019, -0.005, 0.001], [0.009, -0.007, -0.005], [-0.008, -0.012, 0.000], [-0.015, 0.003, -0.016], [-0.003, 0.012, 0.013], [-0.024, -0.018, -0.010], [-0.002, 0.003, -0.025], [0.024, 0.026, 0.000], [-0.031, 0.019, 0.002], [0.011, -0.048, -0.011], [-0.063, 0.055, 0.027], [0.013, -0.079, 0.016], [0.000, -0.019, 0.003], [0.051, -0.048, 0.013], [-0.103, 0.237, 0.230], [0.166, -0.388, -0.529], [-0.169, 0.093, 0.234], [0.049, -0.076, 0.199], [-0.053, 0.063, -0.123], [0.005, 0.023, -0.020], [-0.014, 0.045, 0.064], [-0.071, -0.003, -0.029], [0.021, -0.010, 0.026], [0.069, 0.089, -0.078], [-0.010, -0.065, 0.037], [0.013, 0.006, -0.020], [-0.015, 0.025, 0.023], [-0.018, 0.015, -0.016], [-0.002, 0.004, 0.057], [0.012, 0.003, -0.011], [-0.022, 0.003, 0.021], [-0.106, 0.095, -0.146], [0.144, -0.027, 0.233], [-0.003, -0.046, -0.100], [-0.009, -0.015, 0.122], [-0.001, -0.006, 0.017], [0.023, -0.016, 0.002], [0.002, 0.039, 0.032], [-0.032, -0.038, -0.050], [0.001, -0.001, -0.003], [0.003, 0.000, -0.001], [0.009, -0.006, 0.005], [0.022, -0.032, 0.005], [-0.001, -0.004, 0.000], [0.060, -0.033, -0.003], [-0.003, -0.003, -0.035], [0.006, -0.005, 0.020], [-0.003, -0.005, -0.010], [-0.004, 0.002, -0.011], [0.008, -0.003, 0.003], [-0.153, -0.072, 0.083], [0.033, 0.080, -0.011], [-0.039, -0.124, 0.026]]}